1.
The following is a quantum chemistry calculation of a molecular structure, C21H18AuN5S, from the OMol25 dataset.

Geometry as XYZ:
```
46
Properties=species:S:1:pos:R:3:mulliken_charge:R:1
Au -0.11 1.77 1.64 1.290
C 3.83 0.10 -3.86 -1.472
C 2.73 0.18 -2.84 0.508
C 2.23 -0.97 -2.23 -1.172
C 1.25 -0.89 -1.26 -0.150
C 0.68 0.33 -0.87 0.883
N -0.30 0.41 0.11 -0.405
C -1.15 -0.69 0.29 0.179
C -2.03 -1.04 -0.74 -0.176
C -2.92 -2.08 -0.62 -0.909
C -3.02 -2.81 0.57 0.493
C -4.04 -3.90 0.73 -1.497
C -2.16 -2.47 1.60 -0.445
C -1.22 -1.45 1.45 0.008
N -0.29 -1.26 2.51 0.368
C 0.28 -2.23 3.27 -0.105
C 1.06 -1.61 4.22 -1.027
C 0.90 -0.25 3.99 -0.088
N 0.08 -0.05 2.96 -0.657
C 1.16 1.47 -1.52 0.237
C 2.18 1.40 -2.47 -0.669
N 0.57 2.74 -1.28 0.310
C 0.26 3.67 -2.21 -0.093
C -0.23 4.78 -1.56 -1.055
C -0.20 4.44 -0.21 -0.028
N 0.30 3.21 -0.05 -0.621
H 3.67 -0.72 -4.55 0.377
H 4.79 -0.07 -3.37 0.305
H 3.91 1.02 -4.43 0.365
H 2.63 -1.93 -2.50 0.409
H 0.89 -1.80 -0.78 0.433
H -1.99 -0.46 -1.66 0.499
H -3.58 -2.32 -1.44 0.416
H -4.20 -4.44 -0.20 0.383
H -5.01 -3.47 1.03 0.303
H -3.75 -4.61 1.50 0.369
H -2.21 -3.01 2.54 0.499
H 0.11 -3.27 3.05 0.488
H 1.66 -2.09 4.98 0.406
H 1.34 0.59 4.50 0.401
H 2.55 2.31 -2.91 0.477
H 0.39 3.46 -3.26 0.484
H -0.57 5.70 -2.00 0.404
H -0.51 5.01 0.65 0.372
S 0.13 4.16 4.16 -0.080
C -0.09 3.13 3.10 -0.014
```

The spin multiplicity is 2. Its expectation value of S² is 0.756. As for the net charge: +1. As for the energy above the lowest of the compared OMol25 structures with the same formula, charge and spin: 26.8 kJ/mol. The HOMO energy (alpha / beta) is -10.189 / -10.103 eV.

---

2.
The following is a quantum chemistry calculation of a molecular structure, C17H12FeN2O3 at a distorted geometry, from the OMol25 dataset.

Geometry as XYZ:
```
35
Properties=species:S:1:pos:R:3:mulliken_charge:R:1
O -2.28 -3.16 -3.50 -0.327
C -1.52 -2.84 -2.68 0.061
Fe -0.50 -1.84 -1.59 0.102
C -0.24 -0.48 -2.80 0.303
O -0.19 0.44 -3.50 -0.315
C -1.86 -0.70 -1.25 0.456
O -2.72 0.09 -1.32 -0.347
C 0.83 -0.59 0.93 -0.058
C 0.17 -1.64 1.75 -1.164
C -0.64 -2.61 1.29 -0.380
C -0.71 -3.11 -0.08 0.029
C 0.53 -3.39 -0.77 -0.773
C 1.42 -2.34 -0.90 -0.656
C 1.01 -1.02 -0.53 -0.652
H 1.81 -0.27 1.32 0.550
H 0.23 -1.44 2.83 0.347
H -1.30 -3.13 2.00 0.366
H -1.59 -3.75 -0.26 0.696
H 0.72 -4.39 -1.19 0.438
H 2.37 -2.43 -1.43 0.439
H 1.48 -0.18 -1.07 0.880
C 0.75 4.62 0.79 -0.431
C -0.44 4.11 1.32 -0.637
C -0.64 2.73 1.31 0.336
C 0.40 1.90 0.82 0.903
C 1.58 2.38 0.28 -0.620
C 1.72 3.78 0.23 -0.841
N -0.04 0.59 1.00 0.383
C -1.33 0.66 1.46 -0.246
N -1.71 1.93 1.68 -0.796
H 0.92 5.70 0.80 0.365
H -1.23 4.74 1.74 0.409
H 2.34 1.68 -0.08 0.371
H 2.60 4.21 -0.25 0.362
H -1.92 -0.23 1.65 0.448
```

The spin multiplicity is 5. Its expectation value of S² is 6.105. As for the net charge: 0. The HOMO energy (alpha / beta) is -6.299 / -8.290 eV.

---

3.
The following is a quantum chemistry calculation of a single C5H11N3 molecule at a distorted geometry, from the OMol25 dataset.

Geometry as XYZ:
```
19
Properties=species:S:1:pos:R:3:mulliken_charge:R:1
H -0.09 -0.20 -2.54 0.269
N -0.89 -0.64 -2.07 -0.711
C -0.94 -0.26 -0.87 0.253
C -0.30 0.56 0.07 -0.506
C 1.19 0.34 0.11 0.792
C 1.65 -1.02 0.60 -1.492
N 1.82 1.40 0.90 -0.781
C -1.68 -0.46 0.29 -0.123
N -3.03 0.15 0.19 -0.675
H -0.58 1.59 0.27 0.287
H 1.56 0.47 -0.92 0.141
H 1.35 -1.21 1.63 0.316
H 2.74 -1.10 0.54 0.418
H 1.24 -1.82 -0.03 0.358
H 2.84 1.32 0.81 0.265
H 1.60 2.31 0.50 0.254
H -1.54 -1.31 0.94 0.372
H -3.75 -0.55 0.35 0.273
H -3.20 0.44 -0.78 0.290
```

As for the net charge: 0. Its SMILES is [H]/N=C1\[C@H]([C@H](C)N)[C@H]1N. As for the energy above the lowest of the compared OMol25 structures with the same formula, charge and spin: 300.8 kJ/mol. The HOMO energy is -8.774 eV.

---

4.
The following is a quantum chemistry calculation of a molecular structure, C24H45BBe2ClF10IN2O5P at a distorted geometry, from the OMol25 dataset.

Geometry as XYZ:
```
92
Properties=species:S:1:pos:R:3:mulliken_charge:R:1
C 4.48 0.00 -0.12 -0.360
C 3.77 -1.04 -0.09 -0.448
C 3.01 -2.39 -0.30 0.054
C 1.61 -2.37 0.47 -0.894
C 0.39 -2.98 -0.41 -1.139
N -0.57 -1.85 -0.57 0.418
C -1.79 -1.73 -0.10 0.836
C -2.59 -2.79 0.75 -0.906
C -2.49 -0.33 -0.46 -0.974
C -1.21 0.59 -0.87 0.330
C -0.82 1.39 0.44 -1.010
C 0.28 2.51 0.25 -0.104
C 1.56 2.06 -0.57 -0.461
I 1.41 2.64 -2.68 0.034
C -0.29 -0.60 -1.35 -0.873
H 5.01 0.96 -0.39 0.404
H 3.63 -3.23 0.14 0.347
H 2.80 -2.52 -1.41 0.296
H 1.68 -2.87 1.49 0.519
H 1.38 -1.28 0.69 0.239
H 0.73 -3.42 -1.39 0.505
H -0.12 -3.76 0.24 0.535
H -2.33 -3.90 0.35 -0.239
H -3.69 -2.63 0.53 0.583
H -2.40 -2.72 1.86 0.511
H -3.36 -0.35 -1.17 0.371
H -2.86 -0.02 0.58 0.457
H -1.59 1.17 -1.76 0.504
H -1.77 1.92 0.77 0.372
H -0.57 0.68 1.29 0.321
H -0.17 3.46 -0.20 -0.174
H 0.63 2.80 1.30 0.441
H 2.44 2.68 -0.17 0.509
H 1.86 0.99 -0.43 -0.212
H -0.73 -0.88 -2.36 0.418
H 0.79 -0.40 -1.63 0.231
F -4.40 -6.89 1.14 -0.278
P -5.21 -6.07 -0.02 0.816
F -5.76 -6.70 -1.40 -0.303
F -5.61 -5.01 1.14 -0.289
F -3.72 -6.30 -0.66 -0.240
F -5.23 -4.64 -0.79 -0.177
F -6.52 -6.90 0.43 -0.310
Be 4.16 -0.61 -2.35 0.340
C -9.48 -3.25 -1.50 -0.860
C -8.05 -3.58 -1.28 0.545
N -6.92 -3.86 -1.10 -0.520
H -10.11 -3.88 -0.88 0.261
H -9.66 -2.20 -1.23 0.265
H -9.74 -3.40 -2.54 0.268
C 1.82 -5.95 1.28 -0.535
C 2.52 -7.30 1.31 -0.606
O 3.90 -7.13 1.62 -0.507
H 2.28 -5.30 0.54 0.074
H 0.76 -6.07 1.04 0.100
H 1.91 -5.45 2.25 0.375
H 2.45 -7.79 0.34 0.315
H 2.07 -7.95 2.06 0.454
H 3.96 -6.70 2.48 0.304
O -2.58 5.12 -0.30 -0.596
C -2.07 6.21 -0.27 0.555
O -2.54 7.25 0.45 -0.347
C -1.75 8.42 0.18 -0.488
C -0.43 7.90 -0.34 -0.209
C -0.84 6.62 -1.05 -0.169
H -2.28 9.03 -0.56 0.260
H -1.63 9.00 1.09 0.335
H 0.09 8.60 -0.98 0.149
H 0.23 7.65 0.50 0.186
H -1.13 6.81 -2.09 0.329
H -0.07 5.86 -1.00 0.067
C 4.29 8.77 -0.51 -1.281
C 3.01 9.39 -1.13 0.760
C 3.24 10.91 -1.36 -1.293
O 2.04 9.25 -0.25 -0.374
H 4.56 9.23 0.44 0.368
H 4.18 7.70 -0.35 0.332
H 5.14 8.91 -1.20 0.386
H 2.90 8.94 -2.13 0.216
H 3.48 11.44 -0.43 0.358
H 2.36 11.38 -1.80 0.345
H 4.08 11.05 -2.04 0.387
Cl -3.17 -4.93 1.04 0.364
O 2.17 -10.23 2.00 -0.650
H 3.07 -9.88 1.97 0.344
H 2.17 -10.81 2.78 0.313
B 5.80 -2.29 2.78 0.605
F 6.06 -0.89 2.72 -0.404
F 6.21 -2.90 1.56 -0.424
F 6.50 -2.86 3.87 -0.358
F 4.38 -2.50 2.96 -0.390
Be -0.96 -5.01 -1.19 0.392
```

As for the net charge: +1. The HOMO energy is -10.020 eV.

---

5.
The following is a quantum chemistry calculation of a molecular structure, C35H40Br3GeNO7Ti, from the OMol25 dataset.

Geometry as XYZ:
```
88
Properties=species:S:1:pos:R:3:mulliken_charge:R:1
Ti -0.35 0.14 0.79 -0.086
C 4.42 -0.27 0.33 -0.921
C 3.94 0.61 -0.82 1.728
C 4.70 0.25 -2.11 -1.709
C 4.19 2.08 -0.48 -1.512
O 2.55 0.48 -1.00 -0.130
Ge 1.71 -0.90 -1.87 -0.778
O 1.75 -2.18 -0.51 -0.016
C 2.01 -3.53 -0.86 1.487
C 0.78 -4.14 -1.53 -1.498
C 2.33 -4.29 0.43 -1.376
C 3.22 -3.65 -1.79 -1.877
O -0.03 -0.04 -1.26 1.509
C -0.92 0.22 -2.38 2.017
C -1.97 1.29 -2.05 -1.631
C -0.14 0.79 -3.58 -2.172
C -1.60 -1.09 -2.76 -1.425
H 5.50 -0.19 0.45 0.511
H 3.93 0.04 1.25 0.033
H 4.15 -1.31 0.14 -0.086
H 5.76 0.46 -2.00 0.462
H 4.59 -0.81 -2.34 0.321
H 4.30 0.82 -2.95 0.296
H 5.26 2.27 -0.32 0.384
H 3.83 2.72 -1.29 0.335
H 3.65 2.33 0.44 0.015
H -0.10 -3.99 -0.91 0.181
H 0.60 -3.67 -2.50 0.291
H 0.91 -5.22 -1.69 0.438
H 2.68 -5.30 0.19 0.439
H 1.46 -4.37 1.06 0.012
H 3.11 -3.76 0.98 0.271
H 3.04 -3.16 -2.74 0.354
H 4.10 -3.20 -1.32 0.330
H 3.45 -4.71 -1.99 0.516
H -1.49 2.25 -1.87 0.242
H -2.63 1.38 -2.91 0.660
H -2.57 1.03 -1.19 0.032
H 0.53 1.58 -3.24 0.366
H 0.45 0.03 -4.09 0.369
H -0.84 1.21 -4.30 0.519
H -2.19 -1.48 -1.93 0.168
H -2.27 -0.93 -3.62 0.422
H -0.85 -1.83 -3.04 0.082
Br 0.20 -2.43 2.60 -0.021
C -1.17 -3.39 1.71 0.696
C -1.21 -4.75 1.82 -0.360
C -2.27 -5.46 1.22 -0.809
C -3.28 -4.78 0.60 -0.976
C -3.27 -3.37 0.51 1.021
C -4.38 -2.66 -0.01 -1.106
C -4.38 -1.29 0.03 -1.216
C -3.24 -0.59 0.46 -0.734
C -2.08 -1.22 0.88 0.831
C -2.15 -2.63 1.01 1.087
H -0.45 -5.27 2.38 0.470
H -2.29 -6.54 1.29 0.395
H -4.12 -5.32 0.18 0.376
H -5.23 -3.22 -0.38 0.317
H -5.25 -0.74 -0.30 0.453
H -3.30 0.49 0.48 0.268
Br -3.15 -0.14 3.84 -0.088
C -1.74 1.11 3.85 0.015
C -1.84 2.17 4.73 -0.750
C -0.78 3.06 4.82 -0.545
C 0.36 2.80 4.07 -0.779
C 0.37 1.70 3.24 0.499
N -0.69 0.89 3.08 0.348
C 1.62 1.32 2.48 0.338
O 2.66 1.92 2.72 -0.750
O 1.47 0.33 1.68 -0.320
H -2.73 2.30 5.32 0.447
H -0.84 3.91 5.48 0.423
H 1.25 3.42 4.12 0.495
Br 1.23 4.19 0.44 -0.066
C -0.47 4.91 0.03 0.711
C -0.48 6.18 -0.54 -0.830
C -1.68 6.80 -0.85 -0.434
C -2.88 6.16 -0.57 -0.682
C -2.86 4.91 0.01 -0.878
C -1.67 4.26 0.31 0.117
C -1.80 2.86 0.89 0.409
O -2.77 2.60 1.58 -0.621
O -0.88 2.04 0.53 0.078
H 0.46 6.67 -0.74 0.422
H -1.67 7.78 -1.30 0.365
H -3.82 6.64 -0.81 0.376
H -3.78 4.39 0.25 0.433
```

The spin multiplicity is 2. Its expectation value of S² is 0.753. As for the net charge: -1. As for the energy above the lowest of the compared OMol25 structures with the same formula, charge and spin: 97.8 kJ/mol. The HOMO energy (alpha / beta) is -4.537 / -4.555 eV.

---

6.
The following is a quantum chemistry calculation of a single C7H6FN3O2 molecule at a distorted geometry, from the OMol25 dataset.

Geometry as XYZ:
```
19
Properties=species:S:1:pos:R:3:mulliken_charge:R:1
N -1.57 -2.37 -0.77 -0.491
C -1.31 -1.40 -0.23 -0.015
C -1.08 -0.12 0.43 1.295
N -2.16 0.17 1.46 -0.746
C 0.33 -0.37 0.93 -0.645
C 1.42 -0.16 0.17 0.138
N 2.78 -0.60 0.59 0.923
O 3.76 -0.29 -0.12 -0.571
O 2.83 -1.28 1.63 -0.554
C 1.42 0.31 -1.18 -0.684
C 0.24 0.88 -1.48 -0.682
C -0.88 1.05 -0.51 0.009
F -2.02 1.34 -1.30 -0.357
H -2.78 0.96 1.25 0.304
H -2.70 -0.74 1.37 0.361
H 0.38 -0.89 1.95 0.336
H 2.15 0.13 -1.81 0.664
H -0.07 1.28 -2.44 0.414
H -0.75 2.09 0.07 0.302
```

As for the net charge: 0. Its SMILES is N#C[C@@]1(N)C=C([N+](=O)[O-])C=C[C@H]1F. As for the energy above the lowest of the compared OMol25 structures with the same formula, charge and spin: 412.0 kJ/mol. The HOMO energy is -10.020 eV.